DFT (wB97M-V/def2-TZVPD) results for a 14-piece molecular cluster, C57H136N6O14 overall at a distorted geometry.

```
213
Properties=species:S:1:pos:R:3:lowdin_charge:R:1
C 4.23815 -24.88669 5.66241 -0.07
O 4.19970 -26.19124 6.38036 -0.19
H 5.14958 -24.33464 5.94017 0.07
H 4.35946 -24.89285 4.55215 0.06
H 3.35615 -24.27151 5.90846 0.09
H 3.24509 -26.37669 6.53893 0.06
C 3.13512 -31.34124 4.91206 -0.15
O 3.72838 -30.51490 3.97800 -0.14
H 3.62974 -31.38714 5.90711 0.09
H 2.12089 -30.89685 5.15758 0.09
H 3.14718 -32.31274 4.39350 0.07
H 3.73926 -29.62345 4.33003 0.03
C 2.10074 -22.78603 2.55252 -0.14
O 0.92861 -22.77629 3.36571 -0.12
H 2.19575 -23.73066 2.02991 0.07
H 2.08681 -21.89155 1.94650 0.08
H 2.95063 -22.71565 3.26727 0.07
H 1.00606 -23.50366 3.95631 0.00
O 6.30314 -27.57734 7.34511 -0.09
H 5.56055 -26.99549 7.00522 0.03
H 6.93064 -27.68453 6.61097 0.02
O 0.84659 -27.53514 0.96257 -0.09
H 1.32112 -28.37854 1.01346 -0.01
H 0.08505 -27.77046 0.37475 0.06
O 2.73360 -29.65718 1.13084 -0.06
H 2.70349 -29.97052 2.05524 0.05
H 3.55931 -29.91636 0.71472 0.01
O 4.32875 -29.66840 7.99720 -0.04
H 3.51384 -29.22445 7.79112 -0.02
H 5.01199 -29.04735 7.77042 -0.02
O 4.39325 -27.86386 4.03494 -0.05
H 5.31083 -28.04400 3.86795 0.00
H 4.44894 -27.36420 4.86892 0.02
C 5.60103 -27.44278 0.60630 0.00
C 6.36813 -26.60322 -0.45218 -0.52
C 5.31826 -25.94214 -1.38404 -0.12
C 4.49858 -24.86149 -0.71339 -0.20
C 5.35896 -23.84984 -0.04939 -0.14
C 6.42964 -24.41399 0.87115 -0.47
N 7.16916 -25.60343 0.18102 -0.04
O 8.13602 -26.11927 1.18339 -0.05
C 7.49488 -23.34477 1.04501 -0.03
C 5.88130 -24.82946 2.19693 -0.04
C 7.34036 -27.50744 -1.27168 -0.02
H 4.65341 -26.86287 0.82943 0.09
H 6.23122 -27.58153 1.47722 0.06
H 5.28213 -28.43254 0.21461 0.08
H 5.88779 -25.43562 -2.19566 0.13
H 4.66331 -26.74499 -1.78940 0.14
H 3.82630 -25.36056 0.00182 0.11
H 3.82717 -24.46768 -1.46920 0.12
H 4.68690 -23.21520 0.59012 0.13
H 5.79584 -23.15753 -0.73933 0.11
H 8.10464 -23.45610 0.22854 0.06
H 6.97182 -22.39197 1.22077 0.08
H 8.21847 -23.46996 1.91000 0.11
H 5.68435 -23.99318 2.87797 0.08
H 4.98484 -25.36701 2.11057 0.05
H 6.63323 -25.43833 2.69444 0.06
H 7.97929 -26.96652 -1.92440 0.07
H 6.77034 -28.23265 -1.80924 0.07
H 7.95347 -28.12029 -0.59429 0.08
H 8.88569 -25.75856 0.75778 0.08
C -0.37897 -27.89924 4.74748 -0.02
C 0.72540 -26.90833 5.23889 -0.44
C 0.08633 -25.46304 5.39397 -0.12
C -0.68881 -25.35290 6.71434 -0.16
C 0.20443 -25.69671 7.88244 -0.15
C 0.82035 -27.05725 7.78308 -0.53
N 1.49820 -27.19956 6.45113 -0.09
O 2.08754 -28.45892 6.25202 -0.02
C 1.86567 -27.18261 8.85581 -0.03
C -0.21824 -28.14430 8.00717 -0.02
C 1.64629 -26.88953 3.94074 -0.02
H -1.11060 -28.22277 5.50053 0.07
H 0.09322 -28.76812 4.36411 0.06
H -0.89712 -27.34276 3.93815 0.11
H 0.89351 -24.72517 5.50628 0.10
H -0.47247 -25.17935 4.52352 0.11
H -1.57761 -26.04475 6.65003 0.13
H -1.09253 -24.35938 6.83990 0.11
H -0.34624 -25.58949 8.84335 0.14
H 0.94694 -24.96433 7.94674 0.10
H 2.75171 -26.55303 8.81442 0.08
H 1.34330 -26.87214 9.79993 0.11
H 2.16104 -28.19399 9.06471 0.07
H -0.63012 -28.09029 9.04078 0.11
H -1.06427 -28.07855 7.37429 0.04
H 0.32249 -29.11593 7.82488 0.11
H 2.46484 -26.22521 4.16324 0.05
H 0.98152 -26.52682 3.09618 0.09
H 2.12954 -27.84891 3.62049 0.08
H 1.37975 -29.01501 5.91911 0.07
C 8.45618 -17.78642 2.34208 -0.04
C 8.61399 -18.36043 3.76480 -0.50
C 8.11428 -17.26746 4.84794 -0.10
C 7.91657 -17.89438 6.22712 -0.18
C 6.98541 -19.12525 6.17484 -0.15
C 7.47914 -20.17255 5.15933 -0.51
N 7.64184 -19.47964 3.85142 -0.09
O 8.18452 -20.42528 2.97611 -0.06
C 8.69163 -20.88707 5.81853 -0.04
C 6.31590 -21.16048 4.96162 -0.04
C 10.06379 -18.76261 3.90181 -0.04
H 9.11915 -16.99012 2.13733 0.06
H 7.40698 -17.40415 2.21421 0.10
H 8.71983 -18.59259 1.59720 0.10
H 8.81090 -16.47228 4.85928 0.10
H 7.16014 -16.89974 4.42968 0.12
H 7.53993 -17.22090 6.98704 0.10
H 8.89847 -18.18675 6.69618 0.11
H 5.99541 -18.80366 5.87159 0.11
H 6.93640 -19.70645 7.13240 0.13
H 8.42101 -21.67288 6.47783 0.04
H 9.37233 -21.36246 5.05336 0.10
H 9.33697 -20.28201 6.52283 0.09
H 6.61205 -22.16184 4.62952 0.06
H 5.95135 -21.34045 6.04029 0.10
H 5.48253 -20.73840 4.33784 0.10
H 10.35149 -19.32116 4.79922 0.07
H 10.68342 -17.83503 3.76692 0.11
H 10.30081 -19.34506 3.03801 0.07
H 7.46032 -20.77647 2.44469 0.08
C 3.28260 -32.66598 -0.28661 -0.01
C 4.38985 -33.27181 0.64253 -0.52
C 4.76098 -34.61806 0.04647 -0.16
C 5.96431 -35.19664 0.70674 -0.18
C 7.12659 -34.22744 0.51033 -0.14
C 6.89413 -32.81385 1.04567 -0.47
N 5.54622 -32.37845 0.49725 -0.09
O 5.23633 -31.14409 1.01899 -0.06
C 7.09828 -32.85140 2.56969 -0.03
C 7.99152 -31.88941 0.45147 -0.03
C 3.92931 -33.39496 2.05957 -0.03
H 2.90893 -31.70420 0.08698 0.06
H 2.42253 -33.40141 -0.32769 0.10
H 3.63828 -32.57975 -1.29779 0.08
H 3.85872 -35.24907 0.27015 0.14
H 4.82850 -34.59637 -1.02026 0.12
H 6.24621 -36.13950 0.26622 0.11
H 5.76600 -35.46322 1.74844 0.10
H 7.13001 -34.05144 -0.55513 0.11
H 8.15578 -34.54803 0.74151 0.13
H 8.09949 -33.16658 2.80881 0.09
H 7.01642 -31.90715 3.06432 0.03
H 6.47534 -33.56436 3.09533 0.08
H 7.99655 -31.88455 -0.64762 0.09
H 7.79376 -30.84391 0.70506 0.07
H 8.95940 -32.23483 0.81368 0.08
H 4.28059 -32.65477 2.80329 0.05
H 4.17194 -34.38819 2.51657 0.10
H 2.81674 -33.42970 2.05526 0.11
H 5.01034 -31.23384 1.98208 0.08
C 7.83145 -27.17422 11.92510 -0.03
C 6.75523 -26.18212 11.37697 -0.47
C 6.30348 -25.22108 12.53494 -0.11
C 5.62259 -23.96855 12.00222 -0.18
C 6.35587 -23.22337 10.91763 -0.16
C 6.65456 -24.10658 9.77446 -0.55
N 7.34278 -25.33609 10.33922 -0.08
O 7.83907 -26.15086 9.31833 -0.07
C 5.46067 -24.31030 8.91601 -0.04
C 7.65281 -23.45155 8.84246 -0.04
C 5.55730 -27.12979 10.88344 0.00
H 7.99905 -27.96745 11.21357 0.07
H 7.39227 -27.62387 12.81132 0.08
H 8.71480 -26.58515 12.10438 0.08
H 5.70970 -25.78474 13.22475 0.10
H 7.24350 -24.97987 13.07984 0.13
H 5.35075 -23.26016 12.80661 0.12
H 4.68216 -24.15641 11.54110 0.09
H 7.31473 -22.81253 11.28520 0.13
H 5.79946 -22.34113 10.51263 0.14
H 5.18301 -23.37219 8.43968 0.09
H 5.59851 -25.02792 8.01661 0.09
H 4.59114 -24.67675 9.43246 0.06
H 8.07308 -24.13889 8.03710 0.08
H 7.29754 -22.50456 8.39924 0.08
H 8.51645 -23.17906 9.46485 0.09
H 5.75403 -27.60577 9.97512 0.04
H 4.65421 -26.50171 10.83751 0.07
H 5.42788 -27.87010 11.69378 0.09
H 7.12682 -26.51281 8.71095 0.06
C 9.07722 -29.53537 3.38311 -0.01
C 8.43828 -29.16976 4.68920 -0.52
C 9.32915 -29.60238 5.87000 -0.13
C 10.50417 -28.71081 6.10702 -0.20
C 10.04160 -27.28853 6.34479 -0.10
C 9.18580 -26.69269 5.16372 -0.48
N 8.13965 -27.76307 4.91144 -0.07
O 7.14303 -27.25136 3.98892 -0.05
C 8.43474 -25.42900 5.67898 -0.01
C 10.02431 -26.41739 3.98662 -0.03
C 7.12493 -29.90110 4.81747 -0.03
H 10.13855 -29.50089 3.44075 0.07
H 8.74697 -28.87732 2.59091 0.08
H 8.75689 -30.53961 3.06039 0.08
H 8.74745 -29.65900 6.78087 0.13
H 9.81944 -30.50130 5.64692 0.11
H 11.28147 -28.89275 5.34244 0.12
H 10.99730 -29.06971 6.97062 0.10
H 10.83784 -26.51137 6.57761 0.14
H 9.32180 -27.19030 7.27720 0.15
H 7.82512 -24.96978 4.94545 0.06
H 7.73118 -25.78172 6.42381 0.06
H 9.11422 -24.76724 6.13633 0.07
H 9.47480 -26.05924 3.14710 0.05
H 10.64466 -25.56498 4.25782 0.09
H 10.74239 -27.24977 3.68725 0.11
H 6.45667 -29.45571 5.51362 0.06
H 7.21032 -30.98915 5.14488 0.13
H 6.63231 -29.85707 3.84147 0.07
H 7.56714 -27.07743 3.12792 0.05
```

The net charge is 0.

---

DFT (wB97M-V/def2-TZVPD) results for a 14-piece molecular cluster, C57H143N7O19 overall at a distorted geometry.

```
226
Properties=species:S:1:pos:R:3:lowdin_charge:R:1
C -0.38117 -2.81335 1.97969 -0.05
C 0.00241 -2.28215 0.51047 -0.48
C -0.13736 -0.72606 0.64530 -0.16
C 0.50024 0.04827 -0.52720 -0.17
C 2.02569 -0.37303 -0.71218 -0.16
C 2.28647 -1.86584 -0.79565 -0.50
N 1.45200 -2.56578 0.25972 -0.23
O 1.75634 -3.93432 0.40921 -0.34
C 3.82405 -2.03374 -0.51905 -0.05
C 1.98790 -2.38508 -2.21351 -0.05
C -0.98508 -2.73794 -0.54997 -0.06
H -1.24432 -2.37930 2.48434 0.05
H 0.43076 -2.67178 2.69300 0.06
H -0.57609 -3.88383 1.91485 0.06
H 0.19349 -0.25134 1.56901 0.10
H -1.18796 -0.48163 0.48852 0.10
H 0.46301 1.12307 -0.34970 0.09
H 0.08495 -0.05819 -1.52936 0.09
H 2.60447 0.22147 -0.00530 0.10
H 2.31771 0.06376 -1.66719 0.09
H 4.19975 -3.02290 -0.78083 0.06
H 4.05514 -1.78614 0.51700 0.06
H 4.43018 -1.39560 -1.16207 0.06
H 2.42701 -1.61628 -2.84929 0.06
H 0.93213 -2.30747 -2.47314 0.06
H 2.42710 -3.36142 -2.41834 0.07
H -1.14750 -1.93244 -1.26613 0.06
H -1.90591 -3.07321 -0.07271 0.07
H -0.51237 -3.48261 -1.19037 0.06
C -2.54789 7.41538 -2.97630 -0.08
C -3.56618 6.48684 -3.64385 -0.50
C -2.83963 5.42982 -4.66341 -0.12
C -3.74086 4.23086 -5.11016 -0.19
C -4.37536 3.57275 -3.90204 -0.17
C -5.16973 4.51912 -2.97438 -0.48
N -4.22357 5.63947 -2.62131 -0.20
O -4.70998 6.44218 -1.51124 -0.36
C -5.52664 3.62399 -1.80420 -0.09
C -6.55494 5.01113 -3.61742 -0.04
C -4.49229 7.42085 -4.43562 -0.07
H -3.01432 8.12458 -2.29251 0.07
H -2.05937 7.99799 -3.75735 0.06
H -1.69546 6.93440 -2.49659 0.07
H -1.92415 5.13362 -4.15129 0.09
H -2.52205 6.01737 -5.52481 0.08
H -3.20375 3.43440 -5.62519 0.09
H -4.28205 4.69689 -5.93359 0.09
H -3.62556 2.98343 -3.37421 0.11
H -5.10649 2.83695 -4.23694 0.10
H -6.13936 2.74474 -2.00321 0.07
H -6.09715 4.13470 -1.02845 0.07
H -4.58888 3.28929 -1.36073 0.08
H -6.98766 5.98260 -3.37845 0.06
H -7.30700 4.26431 -3.36296 0.05
H -6.51190 5.05125 -4.70582 0.04
H -5.32240 6.93351 -4.94701 0.05
H -3.91220 7.97257 -5.17535 0.06
H -5.03624 8.14524 -3.82942 0.07
C -1.37807 8.13504 2.10689 -0.15
O -2.45412 7.27929 2.36016 -0.16
C -1.91329 5.93862 2.50067 -0.22
C -2.62497 5.06901 3.53586 -0.18
N -4.10428 5.04872 3.12822 -0.02
C -4.85511 4.38736 4.16446 -0.22
C -5.31983 2.93366 3.70555 -0.21
O -4.30937 1.97222 3.64672 -0.19
C -3.61714 1.81121 4.87985 -0.11
H -0.83757 8.46320 2.99473 0.08
H -1.78127 8.97619 1.54298 0.09
H -0.71308 7.63895 1.39992 0.08
H -0.88422 5.90614 2.85853 0.11
H -1.94633 5.42239 1.54123 0.13
H -2.45792 5.45767 4.54042 0.11
H -2.19660 4.06739 3.49899 0.11
H -4.04783 4.45511 2.31304 0.10
H -5.80087 4.90085 4.33753 0.10
H -4.38513 4.44310 5.14636 0.10
H -5.98944 2.93354 2.84547 0.12
H -5.97038 2.51637 4.47415 0.10
H -2.87276 1.02047 4.78647 0.09
H -4.33351 1.47043 5.62738 0.09
H -2.98653 2.62719 5.23284 0.07
C -6.90457 -7.10593 1.35697 -0.08
O -7.66922 -7.21338 2.59218 -0.20
C -6.78925 -7.14513 3.74343 -0.20
C -6.02299 -5.81577 3.85348 -0.20
N -7.03935 -4.76258 3.83081 -0.04
C -6.59167 -3.40888 3.38189 -0.19
C -6.25485 -3.34334 1.90833 -0.26
O -7.42477 -3.63282 1.20421 -0.20
C -7.21860 -3.68201 -0.21501 -0.10
H -6.04253 -7.77052 1.29942 0.09
H -6.61821 -6.07005 1.17520 0.05
H -7.62061 -7.31430 0.56200 0.09
H -6.06752 -7.94704 3.58805 0.10
H -7.37741 -7.44903 4.60936 0.12
H -5.35065 -5.69053 3.00472 0.10
H -5.47650 -5.86226 4.79544 0.12
H -7.70562 -4.78468 3.07206 0.08
H -5.67156 -2.97822 3.77688 0.12
H -7.40746 -2.69694 3.50729 0.12
H -5.53169 -4.13918 1.73007 0.10
H -5.80776 -2.39712 1.60356 0.13
H -8.08712 -4.15849 -0.66970 0.09
H -6.40668 -4.37626 -0.43160 0.07
H -6.92963 -2.78807 -0.76769 0.09
C 0.36675 -2.09259 -7.38918 -0.08
O 0.98010 -0.81086 -7.63829 -0.21
C 0.28017 0.32836 -7.17269 -0.22
C 1.06161 1.59599 -7.61314 -0.17
N 1.10842 1.93546 -9.05267 -0.08
C 1.56241 3.26580 -9.35131 -0.23
C 0.85939 4.42558 -8.64040 -0.22
O 1.21320 5.70396 -9.20506 -0.22
C 0.99259 6.87210 -8.33900 -0.07
H 1.06421 -2.93012 -7.40276 0.08
H -0.33617 -2.17751 -8.21791 0.08
H -0.13989 -2.02232 -6.42664 0.08
H 0.04758 0.30186 -6.10813 0.12
H -0.73075 0.39193 -7.57530 0.12
H 2.11543 1.56909 -7.33593 0.12
H 0.65436 2.44464 -7.06354 0.10
H 1.62855 1.26558 -9.60114 0.11
H 1.49800 3.54023 -10.40423 0.11
H 2.64009 3.30542 -9.19279 0.11
H 0.99859 4.46820 -7.56017 0.10
H -0.22145 4.32887 -8.74304 0.12
H -0.08879 6.89120 -8.20360 0.08
H 1.36691 7.78105 -8.80996 0.08
H 1.56142 6.77652 -7.41412 0.08
C 4.21477 -11.46083 -0.43418 -0.09
O 3.17607 -11.14504 0.48458 -0.16
C 2.04919 -11.88633 0.30577 -0.31
C 0.90193 -11.50681 1.15572 -0.22
N 0.55478 -10.10128 0.91537 -0.03
C -0.33840 -9.42281 1.89178 -0.19
C -0.20074 -9.77924 3.32521 -0.27
O 1.03735 -9.27566 3.71636 -0.17
C 1.18628 -9.16113 5.06677 -0.13
H 5.05517 -11.13469 0.17857 0.09
H 4.06800 -11.02490 -1.42238 0.09
H 4.37307 -12.53506 -0.52934 0.07
H 2.26375 -12.94652 0.44013 0.11
H 1.80898 -11.85411 -0.75695 0.12
H 1.23112 -11.65575 2.18409 0.11
H -0.00197 -12.10644 1.04839 0.12
H -0.03134 -10.17645 0.09627 0.10
H -1.35470 -9.73466 1.65099 0.11
H -0.36156 -8.34663 1.72031 0.13
H -0.29237 -10.85949 3.43816 0.11
H -1.00187 -9.24726 3.83832 0.12
H 1.13209 -10.16181 5.49547 0.09
H 0.40561 -8.49783 5.43918 0.09
H 2.15259 -8.70113 5.27359 0.09
C 3.04370 6.73533 -1.07255 -0.08
O 3.72632 7.78753 -0.33540 -0.18
C 4.16381 7.29858 0.92077 -0.21
C 5.00473 8.44150 1.60941 -0.19
N 4.14296 9.51064 2.14119 -0.07
C 4.84130 10.77147 2.52169 -0.21
C 5.04762 11.75688 1.37973 -0.24
O 3.99935 11.94807 0.45895 -0.17
C 2.96111 12.73779 0.97482 -0.11
H 2.05530 6.54405 -0.65474 0.08
H 3.57578 5.79332 -1.20527 0.08
H 2.83120 7.10740 -2.07480 0.08
H 4.74920 6.37924 0.90511 0.11
H 3.32224 7.05521 1.56934 0.12
H 5.73852 8.97308 1.00355 0.10
H 5.64537 8.12128 2.43106 0.11
H 3.52284 9.85799 1.42362 0.09
H 5.79339 10.44313 2.93859 0.11
H 4.21105 11.22467 3.28687 0.10
H 5.92846 11.29155 0.93736 0.11
H 5.30329 12.70934 1.84399 0.11
H 2.19737 13.06642 0.26998 0.10
H 3.35423 13.65582 1.41161 0.08
H 2.60065 12.30138 1.90634 0.08
C 5.61167 -6.26691 5.11333 -0.16
O 4.53375 -6.07328 4.19525 -0.13
H 6.39072 -6.85098 4.62338 0.07
H 6.12959 -5.30934 5.16747 0.07
H 5.16109 -6.64625 6.03048 0.07
H 4.26683 -5.15240 4.14681 0.06
C 3.31047 -7.71138 -3.60953 -0.18
O 3.08608 -7.57473 -2.21269 -0.11
H 3.33715 -8.72556 -4.00805 0.06
H 2.76098 -7.04086 -4.27025 0.07
H 4.36591 -7.45003 -3.68608 0.06
H 2.72658 -6.70143 -2.04040 0.07
C -1.80108 -7.54218 -3.46835 -0.15
O -2.31438 -8.76410 -2.90955 -0.13
H -0.85681 -7.22043 -3.02911 0.08
H -1.57572 -7.83205 -4.49465 0.06
H -2.47271 -6.70348 -3.65166 0.07
H -3.23980 -8.76250 -3.16489 0.06
C 3.89617 -0.97556 4.01699 -0.18
O 3.75291 -2.35000 3.75983 -0.12
H 4.91524 -0.68353 3.76340 0.07
H 3.24326 -0.28821 3.47908 0.07
H 3.63489 -0.83478 5.06581 0.07
H 3.36601 -2.43007 2.88491 0.06
C 7.89881 -6.40045 0.28696 -0.17
O 6.94137 -7.43407 0.53446 -0.11
H 8.72029 -6.78975 -0.31448 0.06
H 7.56579 -5.59221 -0.36417 0.08
H 8.32735 -6.01379 1.21159 0.07
H 7.44698 -8.14002 0.94387 0.06
C 6.96347 2.93243 2.74003 -0.08
C 7.78280 3.00429 1.44715 -0.37
O 8.68183 4.00568 1.59706 -0.07
H 7.65531 2.40025 3.39291 0.07
H 6.06831 2.31459 2.66879 0.07
H 6.64898 3.85462 3.22865 0.07
H 7.14107 3.14798 0.57788 0.11
H 8.32735 2.06980 1.31189 0.11
H 8.83526 4.48721 0.78086 0.09
C 0.73704 0.88638 7.75501 -0.07
C 1.13461 2.37602 7.69997 -0.31
O -0.08522 3.08096 7.46648 -0.10
H 1.53617 0.27548 8.17488 0.06
H 0.30947 0.43600 6.85922 0.08
H -0.03593 0.86273 8.52317 0.07
H 1.75760 2.71500 6.87228 0.10
H 1.62576 2.78329 8.58370 0.10
H 0.07224 3.83239 8.04282 0.07
```

The net charge is -2.

---

Electronic energy in eV, matching the order above: -98911.98780, -110739.72023